Here is a molecular structure, C5H13NO2 at a distorted geometry from the OMol25 dataset. Energies are from ωB97M-V/def2-TZVPD.

Element x y z (Å)
C1 -0.8385 -0.4863 -0.2383
C2 1.3489 0.5118 0.5797
C3 -0.5662 0.7613 0.3779
C4 -0.8668 -1.7817 0.5183
C5 1.9806 1.6167 -0.2363
N1 -2.6665 0.3128 -0.1725
O1 -0.4909 -0.5785 -1.5551
O2 1.9949 -0.7310 0.4185
H1 -0.1033 -1.4467 -1.7298
H2 2.5344 -0.7307 -0.3854
H3 1.4359 0.7205 1.6491
H4 -3.2734 -0.4735 0.0595
H5 -2.8437 0.4991 -1.1594
H6 -0.6386 1.6447 -0.2459
H7 -0.8553 0.8787 1.4140
H8 0.0731 -2.3273 0.3897
H9 -1.6214 -2.4512 0.0953
H10 -1.0742 -1.6210 1.5757
H11 3.0429 1.7267 0.0165
H12 1.9402 1.3793 -1.3051
H13 1.4879 2.5763 -0.0663

Force components x, y, z for each atom (eV/Å):
-4.613 0.614 -0.531
-1.774 1.946 0.714
6.152 -0.375 1.077
-0.121 -0.248 -0.269
0.460 -0.239 0.001
1.099 -1.880 -0.389
0.455 -0.052 -0.007
-0.363 -0.341 -0.597
-0.253 0.085 0.038
-0.312 0.144 0.147
0.047 0.118 -0.079
-0.190 0.000 -0.069
0.027 -0.110 -0.077
-0.150 -0.180 0.050
-0.300 -0.022 -0.268
0.149 0.349 0.265
-0.169 0.241 0.086
0.078 -0.044 -0.096
-0.052 0.055 0.024
-0.204 0.075 0.012
0.032 -0.133 -0.032

Calculated values
charge: 0
lowest unoccupied orbital energy: 0.6 eV
highest occupied orbital energy: -0.28199 hartree
total energy: -403.4108 a.u.
HOMO-LUMO gap: 0.304 Ha
molecular weight: 119.2 g mol⁻¹